Entry 1:
# C35H43BrNO5ReSi3Te

C35H43BrNO5ReSi3Te as an isolated structure at a distorted geometry (ωB97M-V with the def2-TZVPD basis set, the Open Molecules 2025 dataset).

Results
Energy relative to the best compared isomer or geometry (same formula, charge and spin) in eV: 0.496
2S+1: 2
Expectation value of S²: 1.123
Net charge: -1
HOMO-LUMO gap (alpha / beta) in Ha: 0.2115 / 0.1948
HOMO energy (alpha / beta) in eV: -4.40 / -3.95

XYZ file:
```
90
Properties=species:S:1:pos:R:3:forces:R:3
Re 0.052368 0.130837 0.485076 -1.3 1.8 -0.1
C -1.373832 1.241537 5.150676 0.0 -0.1 -0.6
Si -1.598532 0.861837 3.280876 -0.1 0.0 0.4
C -1.836832 2.549937 2.413976 0.2 -0.6 0.1
C -3.283332 -0.036663 3.231676 0.7 0.1 -0.2
C -0.088132 -0.169263 2.670076 -0.1 0.3 -0.5
Si -0.202232 -2.031663 3.068276 0.2 -0.3 0.0
C -1.625532 -3.029363 2.261976 0.5 0.7 0.2
C 1.408668 -2.936063 2.518676 -0.5 0.4 0.2
C -0.449432 -2.355163 4.942476 0.2 0.2 -0.7
Si 1.574468 0.626737 3.172976 -0.4 -0.1 -0.2
C 1.614968 2.536137 3.119876 -0.2 -0.7 0.0
C 2.338268 0.059237 4.827576 -0.2 0.2 -0.7
C 2.731168 0.154037 1.730476 -0.8 0.1 0.4
C 4.096268 -0.037363 1.772376 0.4 -0.1 -0.2
C 4.826368 -0.310663 0.621276 -0.3 0.2 0.0
C 4.126868 -0.335963 -0.579724 0.2 -0.1 0.3
C 2.765668 -0.148963 -0.570024 -0.3 0.2 -0.3
N 2.031468 0.065737 0.555076 2.0 -0.2 -0.2
H -2.181132 1.879337 5.493776 -0.3 0.2 0.0
H -0.443132 1.748437 5.374276 0.3 0.2 0.0
H -1.402132 0.340137 5.750076 0.0 -0.3 0.1
H -2.893632 2.788737 2.323676 -0.2 -0.1 0.1
H -1.428532 2.536937 1.407276 0.1 0.0 -0.2
H -1.359232 3.366137 2.948076 0.2 0.1 0.2
H -4.052332 0.604137 3.655576 0.0 0.2 0.1
H -3.273432 -0.958863 3.803476 0.0 -0.2 0.2
H -3.578232 -0.268563 2.215576 -0.1 -0.1 -0.3
H -1.604932 -2.973063 1.180776 0.0 0.0 -0.2
H -2.583132 -2.642363 2.580676 -0.3 0.1 0.1
H -1.585132 -4.080463 2.537576 0.2 -0.1 0.1
H 1.809268 -2.504663 1.604276 0.0 0.0 -0.2
H 1.221868 -3.992263 2.347676 -0.1 -0.2 -0.1
H 2.186468 -2.867263 3.270376 0.2 0.1 0.2
H -1.421132 -1.991763 5.258876 -0.3 0.1 0.1
H 0.301268 -1.860663 5.545476 0.2 0.2 0.2
H -0.403932 -3.416163 5.166276 0.0 -0.3 -0.1
H 1.040568 2.977537 3.925376 -0.2 0.1 0.2
H 1.196768 2.880837 2.179276 -0.1 0.0 -0.2
H 2.633068 2.909637 3.192476 0.2 -0.1 0.0
H 1.639568 0.257937 5.630976 -0.2 0.1 0.2
H 3.254168 0.600637 5.038376 0.2 0.2 0.0
H 2.558368 -1.001563 4.833776 0.0 -0.3 0.0
H 4.597768 0.028037 2.725776 0.0 0.0 0.2
H 5.894968 -0.454963 0.643376 0.1 0.0 0.1
H 4.631368 -0.501463 -1.521824 -0.1 0.0 0.0
H 2.228268 -0.139463 -1.510124 -0.1 -0.1 0.1
O 0.072968 0.279237 -2.102824 -0.4 0.0 0.6
C 0.088968 1.598237 -2.685824 0.3 0.9 0.8
C 0.089168 2.750237 -1.550924 0.0 -0.6 -1.5
O 0.004568 3.893637 -1.965724 0.2 0.3 -0.1
O 0.181368 2.361137 -0.373024 0.1 -1.8 2.0
C -1.152232 1.880837 -3.472224 -0.5 -0.1 -0.3
C -2.376832 1.344937 -3.081924 0.2 0.0 0.0
C -3.539232 1.667237 -3.756424 -0.2 0.0 -0.1
C -3.502032 2.555937 -4.815624 -0.1 0.0 0.1
C -2.297032 3.132837 -5.180024 0.0 0.1 -0.1
C -1.130032 2.798237 -4.519224 0.0 -0.1 0.0
C 1.365668 1.661737 -3.496024 0.1 -0.1 0.0
C 2.488968 2.331437 -3.032424 -0.2 0.0 -0.1
C 3.664468 2.310037 -3.761524 0.2 0.0 0.0
C 3.742068 1.601937 -4.947224 0.1 0.1 0.0
C 2.628568 0.920537 -5.409424 0.0 -0.1 -0.1
C 1.452468 0.939637 -4.682424 0.0 0.1 0.0
H -0.783632 -0.116263 -2.320324 0.1 -0.2 0.1
H -2.461332 0.714037 -2.208624 0.0 -0.1 0.1
H -4.475232 1.235037 -3.433324 -0.1 0.0 0.0
H -4.414532 2.815237 -5.333324 0.0 0.0 -0.1
H -2.278032 3.859937 -5.979624 0.1 0.0 -0.1
H -0.195332 3.262037 -4.790924 0.1 0.1 0.0
H 2.440568 2.881337 -2.106624 0.0 0.1 0.1
H 4.525268 2.852237 -3.398224 0.1 0.0 0.1
H 4.669468 1.579037 -5.505224 0.0 0.0 0.0
H 2.680268 0.374937 -6.341624 0.0 -0.1 0.0
H 0.587468 0.399337 -5.043024 -0.1 0.0 0.0
Br 1.735368 -5.357163 -3.632624 0.2 -0.2 -0.1
C -0.538832 -3.446063 -2.012524 0.3 -0.1 -0.1
C -1.406732 -4.225963 -2.757124 0.2 -0.1 -0.1
C -2.765532 -3.942863 -2.704024 -0.1 0.0 0.0
C -3.247732 -2.897563 -1.936224 -0.1 0.2 0.1
C -2.371732 -2.121663 -1.183024 0.0 0.2 0.1
C -1.023532 -2.427663 -1.221724 -0.1 0.0 0.1
C -2.888532 -0.945063 -0.347024 -0.5 -0.6 -0.4
O -4.101032 -0.803063 -0.247924 0.1 0.0 0.0
O -2.016632 -0.164263 0.155076 0.7 0.5 0.3
H -1.045432 -5.046063 -3.363824 0.0 0.0 0.0
H -3.458532 -4.543163 -3.278324 0.0 -0.1 0.0
H -4.302132 -2.665363 -1.897724 -0.1 0.0 0.0
H -0.315532 -1.857963 -0.610824 -0.2 0.0 -0.1
Te 1.577368 -3.540663 -1.943324 -0.3 -0.1 -0.1
```
Forces are in eV/Å.

---

Entry 2:
# C30H14CoF5N6O4S

C30H14CoF5N6O4S as an isolated structure at a distorted geometry (ωB97M-V with the def2-TZVPD basis set, the Open Molecules 2025 dataset).

Results
2S+1: 5
Expectation value of S²: 6.036
Net charge: +2
HOMO-LUMO gap (alpha / beta) in Ha: 0.3032 / 0.2444
HOMO energy (alpha / beta) in eV: -14.61 / -15.12

XYZ file:
```
61
Properties=species:S:1:pos:R:3:forces:R:3
Co 0.010452 -0.123237 -0.198273 -0.2 -0.2 0.3
O -4.544732 5.850413 -1.205592 0.0 0.2 0.1
N -4.398480 4.751374 -1.669862 0.0 -0.2 -0.1
O -5.051480 4.282075 -2.575435 0.0 -0.1 -0.1
C -3.320350 3.906810 -1.075214 -0.2 -0.2 -0.3
C -2.656135 4.475934 -0.058322 0.3 -0.1 0.2
C -1.588016 3.773910 0.599145 -0.2 0.4 0.0
C -0.845514 4.325648 1.657362 0.0 0.1 0.0
C 0.174618 3.595035 2.212957 0.0 -0.1 -0.1
C 0.437034 2.317520 1.707141 0.0 0.0 0.0
N -0.262275 1.773877 0.723541 0.0 0.2 0.1
C -1.259878 2.498044 0.169576 0.0 -0.3 -0.2
C -1.987604 1.892602 -0.923390 0.3 -0.2 0.3
N -1.585201 0.639503 -1.262940 -0.1 0.2 -0.1
C -2.200099 0.019072 -2.255665 0.0 0.0 0.1
C -3.242279 0.612324 -2.963936 0.0 -0.1 0.0
C -3.653792 1.877191 -2.632756 0.0 0.2 0.1
C -3.020807 2.569682 -1.571733 -0.2 0.2 0.0
H -2.934728 5.473724 0.254290 0.0 0.0 0.0
H -1.078047 5.319438 2.018555 0.0 0.0 0.0
H 0.774508 3.985921 3.021619 0.0 0.0 0.0
H 1.247256 1.719490 2.109310 0.0 0.0 0.0
H -1.855672 -0.982155 -2.485096 0.0 0.0 -0.1
H -3.718264 0.070984 -3.768492 0.0 0.0 0.0
H -4.455623 2.344916 -3.176585 0.0 0.0 0.0
O -0.763737 -7.102984 2.584839 0.0 -0.2 -0.1
N -0.912521 -5.975079 2.972491 0.0 0.2 0.1
O -1.270327 -5.659631 4.085568 0.0 0.1 0.1
C -0.626066 -4.882309 1.992840 -0.1 0.1 0.4
C -0.248086 -5.303472 0.778578 0.1 0.2 -0.3
C 0.068257 -4.356231 -0.253592 0.0 -0.4 0.0
C 0.474283 -4.754566 -1.539604 0.0 -0.1 0.0
C 0.775656 -3.801072 -2.477098 0.0 0.1 0.0
C 0.668693 -2.455851 -2.116293 0.0 0.0 0.0
N 0.280181 -2.059605 -0.911924 -0.1 -0.1 0.0
C -0.020664 -3.000506 0.018453 -0.1 0.3 0.2
C -0.446222 -2.554504 1.333340 0.1 0.2 -0.4
N -0.525209 -1.207563 1.509254 0.1 -0.1 0.1
C -0.905494 -0.739149 2.684703 -0.1 0.0 -0.1
C -1.222581 -1.576659 3.751502 0.0 0.1 0.0
C -1.146625 -2.933714 3.588833 0.0 -0.2 0.0
C -0.749105 -3.473792 2.341363 0.0 -0.2 0.1
H -0.180171 -6.366770 0.590564 0.0 0.0 0.0
H 0.547760 -5.808208 -1.777678 0.0 0.0 0.0
H 1.094043 -4.067518 -3.473960 0.0 0.0 0.0
H 0.914468 -1.672698 -2.823867 0.0 0.0 0.0
H -0.973319 0.336119 2.774215 0.0 0.0 0.1
H -1.528809 -1.150163 4.695510 0.0 0.0 0.0
H -1.387710 -3.592017 4.404840 0.0 0.0 0.0
F 7.536697 2.062462 -0.663511 -0.1 0.0 0.0
C 6.274667 1.756814 -0.803743 0.2 0.0 0.0
C 5.515324 1.473247 0.341514 0.1 0.0 -0.1
F 6.092608 1.525271 1.524819 -0.1 0.0 0.0
C 4.197197 1.156128 0.187895 -0.1 0.0 -0.2
F 3.459848 0.893087 1.260628 0.1 0.0 -0.1
C 3.578233 1.104680 -1.101272 1.0 0.1 0.8
S 1.976244 0.732454 -1.246826 -0.7 0.0 -1.1
C 4.394690 1.400983 -2.234899 -0.2 0.0 0.1
F 3.867049 1.361800 -3.439925 0.0 0.0 0.1
C 5.719061 1.722296 -2.087701 0.1 0.0 0.1
F 6.486796 1.998626 -3.120060 -0.1 0.0 0.0
```
Forces are in eV/Å.

---

Entry 3:
# C24H45ILaP2

C24H45ILaP2 as an isolated structure at a distorted geometry (ωB97M-V with the def2-TZVPD basis set, the Open Molecules 2025 dataset).

Results
Energy relative to the best compared isomer or geometry (same formula, charge and spin) in eV: 9.794
2S+1: 1
Net charge: +1
HOMO-LUMO gap in Ha: 0.1666
HOMO energy in eV: -8.24

XYZ file:
```
73
Properties=species:S:1:pos:R:3:forces:R:3
La 0.173897 -0.488179 0.574438 0.0 2.2 -0.6
C -0.483329 2.578410 0.875912 -0.5 0.8 -0.1
C 0.722505 2.780213 1.672308 0.6 -3.1 -2.8
C 1.237968 1.619408 -0.321988 -1.7 -0.1 -0.7
C -0.185723 1.973478 -0.355612 2.1 -0.1 -0.4
C 1.705823 1.903101 0.985037 -0.6 1.8 0.6
C -1.864510 3.041062 1.257460 -0.2 0.7 0.4
H -2.102597 2.854771 2.335862 0.2 0.4 -1.3
H -2.684264 2.566236 0.703311 0.4 0.3 -0.3
H -1.867262 4.130995 1.126639 -0.5 -0.1 -0.1
C -0.969598 1.914995 -1.641384 -0.4 0.4 0.0
H -1.955363 2.392036 -1.550882 0.3 -0.2 0.0
H -1.185696 0.909492 -2.032644 0.1 -0.1 0.1
H -0.430572 2.440559 -2.450689 -0.1 -0.2 0.4
C 2.022858 1.346084 -1.575719 0.3 0.1 0.0
H 2.088214 2.266790 -2.196410 0.0 -0.5 0.3
H 1.584746 0.565395 -2.215312 0.0 0.1 0.1
H 3.044887 1.011415 -1.352475 -0.3 0.1 -0.1
C 3.112555 1.705548 1.448901 0.2 0.4 0.5
H 3.281322 2.383279 2.307645 0.2 -0.4 -0.4
H 3.815192 1.966185 0.651297 0.1 0.0 0.2
H 3.344383 0.681169 1.787248 0.0 0.2 -0.1
C 1.023631 3.552387 2.877709 0.4 3.9 0.9
H 1.356697 4.589686 2.802212 1.0 0.4 -1.5
H 1.752067 3.132148 3.538821 0.2 -0.6 0.3
H 0.162941 3.824639 3.484384 0.1 -0.1 -0.2
C -1.716476 -1.586096 2.045641 -0.7 -0.6 1.5
C -2.031499 -0.555699 2.891915 0.4 -0.6 -1.8
C -1.595391 -0.559280 4.320656 -0.1 -0.1 2.5
C 0.017326 -0.892904 4.600685 -1.4 -0.3 1.2
C 1.075895 -0.803631 3.492539 1.5 1.0 -0.4
C 1.309809 -1.700710 2.472982 0.9 -0.6 2.7
C 0.488445 -2.965582 2.557041 -1.0 -0.5 -0.3
C -1.069009 -2.791675 2.723964 0.2 -0.9 -0.3
H -2.254028 -1.025342 5.076810 0.2 -2.0 -0.8
H 0.071661 -1.867180 5.141849 0.0 0.1 -0.8
H -1.930247 0.425383 4.755790 1.0 -1.0 -0.6
H -1.307811 -2.805597 3.803748 0.0 0.2 -0.8
H -2.225142 -1.718471 1.051290 0.4 0.3 0.8
H -2.429780 0.329623 2.390953 -0.9 -0.2 0.8
H -1.546636 -3.691435 2.324289 0.2 -0.1 0.0
H 0.675684 -3.588668 1.691951 0.1 -0.3 -0.4
H 2.369811 -1.822946 2.057493 -1.4 0.6 0.4
H 0.820033 -3.554062 3.422434 0.1 0.0 -0.2
H 0.376953 -0.203341 5.381424 -0.4 0.0 -0.4
H 1.875990 0.005825 3.600172 -1.4 -1.1 0.1
P -4.208389 0.362347 -2.924467 -0.3 -0.1 -0.2
C -5.213218 1.480680 -3.994413 0.4 0.1 0.2
H -6.200032 1.013754 -4.137976 0.3 0.3 -0.1
H -4.689001 1.620768 -4.951165 -0.3 0.0 0.2
H -5.307464 2.451504 -3.487164 -0.1 -0.2 -0.3
C -4.342154 -1.120172 -4.011465 0.2 0.1 0.2
H -5.391945 -1.243037 -4.316660 0.4 -0.2 0.0
H -3.974122 -1.999454 -3.463609 -0.2 0.1 -0.3
H -3.700651 -0.948231 -4.888564 -0.3 -0.2 0.2
C -5.553610 -0.026617 -1.725969 0.3 0.0 0.0
H -6.452291 -0.309644 -2.295629 0.2 0.0 0.5
H -5.737722 0.878265 -1.126971 -0.1 -0.4 -0.1
H -5.216128 -0.836474 -1.061874 -0.3 0.2 -0.1
P 3.829786 -1.686321 -2.687413 0.5 -0.4 -0.2
C 5.592157 -1.313358 -2.277422 -0.3 0.2 0.2
H 6.250387 -2.033524 -2.786619 -0.1 0.3 0.2
H 5.717124 -1.377483 -1.186841 0.2 0.0 -0.3
H 5.822298 -0.286135 -2.595914 0.1 -0.3 0.1
C 3.863189 -3.489606 -2.321574 -0.2 0.2 0.1
H 4.709520 -3.938496 -2.865557 -0.3 -0.1 0.4
H 2.908054 -3.912769 -2.665989 0.4 -0.1 0.1
H 3.951299 -3.631870 -1.234303 0.1 -0.2 -0.4
C 4.035801 -1.868375 -4.513912 -0.4 0.2 0.1
H 4.738288 -2.692767 -4.714101 -0.2 0.4 -0.1
H 4.387343 -0.919569 -4.945955 -0.1 -0.4 0.0
H 3.046034 -2.104082 -4.931585 0.4 0.0 -0.1
I -0.540917 1.661154 3.573416 0.3 -0.4 1.7
```
Forces are in eV/Å.

---

Entry 4:
# C8H16I2N3O2S

A 2-piece molecular cluster, C8H16I2N3O2S overall at a distorted geometry (ωB97M-V with the def2-TZVPD basis set, the Open Molecules 2025 dataset).

Results
2S+1: 1
Net charge: +1
HOMO-LUMO gap in Ha: 0.3140
HOMO energy in eV: -12.45

XYZ file:
```
32
Properties=species:S:1:pos:R:3:forces:R:3
C 3.800619 -2.082319 -1.653197 -0.6 -1.0 0.3
C 2.339124 -1.967202 -1.062015 -0.8 1.3 -1.5
I 1.934438 -2.961477 0.840243 0.3 0.7 -1.3
C 1.295490 -1.278326 -1.705280 2.3 -1.7 2.0
I 1.755782 -0.291423 -3.592203 -0.6 -0.4 1.1
N -0.007476 -1.269438 -1.044387 1.1 3.0 -1.3
C -1.146351 -1.631512 -1.934374 -1.3 -0.3 0.4
C -2.460378 -1.568881 -0.995162 0.4 0.0 -0.2
C -2.013070 -1.466125 0.547217 -0.3 -2.1 0.0
S -3.484548 -1.595183 1.700201 0.3 0.0 0.0
N -1.238407 -0.203527 0.821068 1.3 -1.3 -2.6
C -0.271351 -0.078327 -0.283116 -1.8 -0.6 1.8
N 0.219719 1.122362 -0.496915 0.8 -1.5 -0.8
O -0.094126 2.207239 0.265436 0.4 0.2 0.2
H 4.331942 -1.091082 -1.760319 -0.8 -1.1 0.1
H 4.429046 -2.772681 -1.008703 -0.8 1.0 -0.7
H 3.696029 -2.611054 -2.661345 0.3 0.9 1.2
H -1.223329 -0.920831 -2.816073 0.1 -0.7 1.1
H -0.944138 -2.665711 -2.340148 -0.2 1.1 0.6
H -3.061470 -2.520675 -1.169330 0.7 1.4 0.5
H -3.077239 -0.674510 -1.306636 0.5 -1.0 0.5
H -1.393045 -2.401082 0.773547 -0.6 1.4 -0.4
H -3.271680 -2.715094 2.508144 0.5 0.9 -1.1
H -0.686077 -0.355762 1.680936 -0.4 0.5 -0.3
H 0.872832 1.281778 -1.273458 -0.3 -0.2 0.2
H 0.709683 2.778703 0.266873 -0.6 -0.4 0.1
C 0.073801 4.901196 2.987972 -0.1 -0.4 -0.1
O -1.151172 4.207997 3.183368 0.0 0.0 0.0
H 0.028429 5.849841 3.520543 -0.1 -0.1 -0.1
H 0.902352 4.305482 3.381390 0.2 0.2 0.0
H 0.223912 5.093396 1.920707 0.2 0.2 0.0
H -1.089341 3.374227 2.705019 -0.2 0.1 0.1
```
Forces are in eV/Å.